No. 1
Computed, not measured: a cluster of 4 separate species, C24H46BrO11P in total at a distorted geometry, with ωB97M-V with the def2-TZVPD basis set.

Each line ends with the Mulliken charge.
Cartesian coordinates (Å):
C1 -3.0220 0.4700 1.4463  -0.9832
C2 -2.0565 -0.0065 0.2088  -0.2094
C3 -0.4683 -0.1786 0.6008  0.3279
C4 0.0373 0.8112 1.8189  -0.2372
O1 -0.3197 2.2295 1.4822  -0.3529
C5 0.8031 2.9067 0.7523  0.2042
O2 0.6089 4.0815 0.1258  -0.6391
C6 2.1837 1.9649 0.8196  0.3259
C7 2.6799 1.3353 -0.6104  -0.7819
C8 2.3411 2.2527 -1.9286  0.0525
C9 2.5525 1.2621 -3.2588  -0.7673
Br1 3.6252 3.7962 -1.9772  -0.1663
C10 1.6756 0.9829 2.0291  -0.3378
P1 2.7158 -0.5261 2.5597  0.0657
C11 3.4058 -1.5198 1.0835  -0.6187
C12 4.2874 0.1191 3.5113  -0.8903
H1 -2.7063 0.0607 2.4982  0.2174
H2 -3.0613 1.6618 1.4502  0.2483
H3 -4.1297 0.1184 1.1800  0.3155
H4 -2.2273 0.7200 -0.6965  0.2810
H5 -2.4214 -1.0788 -0.1672  0.0806
H6 -0.1571 -1.3197 0.7614  0.3198
H7 0.1479 0.1614 -0.3633  -0.5565
H8 -0.3560 0.3680 2.8281  0.3659
H9 3.0250 2.7366 1.0765  0.3890
H10 2.3004 0.2374 -0.7810  -0.1064
H11 3.8705 1.2737 -0.5495  0.5191
H12 1.2118 2.6106 -1.9934  0.3710
H13 3.2485 0.3608 -2.9866  0.2294
H14 1.4846 0.7932 -3.4918  0.1517
H15 2.8809 1.8718 -4.2044  0.3627
H16 1.7506 1.6942 2.9849  0.3337
H17 4.1278 -0.7903 0.4854  0.1799
H18 4.1050 -2.4230 1.4277  0.3603
H19 2.5831 -1.9004 0.3170  0.0561
H20 4.5397 -0.5341 4.4575  0.3273
H21 4.0159 1.2216 3.8233  0.2783
H22 5.1935 0.2026 2.7609  0.2611
C13 -5.3768 -5.9882 -3.0576  -1.2338
C14 -4.0883 -5.1869 -3.1261  -0.1204
O3 -4.0381 -4.2079 -2.0807  -0.3121
C15 -3.7157 -4.6805 -0.8514  0.7602
O4 -3.4626 -5.8413 -0.5704  -0.5669
O5 -3.7512 -3.6424 0.0229  -0.2501
C16 -3.5259 -4.0235 1.3780  -0.7309
H23 -6.2453 -5.3218 -3.0518  0.2971
H24 -5.4558 -6.6687 -3.9099  0.3838
H25 -5.4268 -6.5816 -2.1393  0.3206
H26 -4.0528 -4.6400 -4.0746  0.3599
H27 -3.2053 -5.8357 -3.0953  0.2728
H28 -2.5998 -4.5984 1.4823  0.3371
H29 -4.3805 -4.5973 1.7491  0.3166
H30 -3.4337 -3.1129 1.9760  0.1825
C17 0.2085 5.3003 3.0327  -0.3903
C18 1.2138 6.4381 3.0747  -0.3052
O6 0.5494 7.7065 3.1333  -0.3608
C19 0.0581 8.0542 4.3482  0.7560
O7 0.1405 7.3957 5.3730  -0.5607
O8 -0.5694 9.2516 4.2231  -0.3333
C20 -1.2198 9.6876 5.4145  -0.6202
H31 -0.5069 5.4480 2.2174  0.2802
H32 0.7143 4.3410 2.8933  -0.2875
H33 -0.3728 5.2500 3.9588  0.4408
H34 1.8051 6.4320 2.1526  0.2846
H35 1.9168 6.3273 3.9086  0.3121
H36 -0.5330 9.6868 6.2674  0.2887
H37 -2.0877 9.0528 5.6170  0.2862
H38 -1.5687 10.7115 5.2557  0.2251
C21 0.4374 -2.3225 -2.8228  -0.6889
C22 0.0235 -3.7463 -2.4939  -0.0761
O9 -0.2005 -4.5036 -3.6898  -0.2861
C23 0.9156 -4.9410 -4.3231  0.7135
O10 2.0671 -4.7549 -3.9627  -0.5703
O11 0.5329 -5.5995 -5.4471  -0.3220
C24 1.6216 -6.0284 -6.2615  -0.6356
H39 -0.2885 -1.8558 -3.4964  0.3802
H40 0.5161 -1.7216 -1.9126  -0.0649
H41 1.4049 -2.2985 -3.3341  0.3834
H42 -0.9254 -3.7296 -1.9468  -0.0176
H43 0.7579 -4.2435 -1.8496  0.3644
H44 2.3445 -6.6148 -5.6850  0.2935
H45 2.1060 -5.1611 -6.7202  0.2889
H46 1.2213 -6.6628 -7.0568  0.2281

Summary:
HOMO level in eV: -8.35
Frontier orbital gap in eV: 8.74
SMILES: CCC[C@@H]1OC(=O)[C@H](C[C@H](C)Br)[C@@H]1P(C)C.CCOC(=O)OC.CCOC(=O)OC.CCOC(=O)OC
2S+1: 1

No. 2
Computed, not measured: the molecule C4H3NS at a distorted geometry, with ωB97M-V with the def2-TZVPD basis set.

Each line ends with the Mulliken charge.
Cartesian coordinates (Å):
C1 0.1692 0.3802 -0.4791  -0.5770
C2 1.9532 1.8138 -0.2347  -0.1338
C3 -0.8229 0.9775 0.0275  0.6648
C4 1.2385 -0.6800 -0.3483  -0.4047
N1 -1.7920 1.7484 0.0770  -0.5513
S1 2.6700 0.3999 0.1827  0.0486
H1 0.8815 -1.2505 0.4198  0.3381
H2 1.4003 -1.1601 -1.2863  0.3397
H3 -1.7824 2.1994 0.9250  0.2756

Summary:
Relative energy (zero: lowest compared OMol25 entry of this formula, charge and spin) in eV: 5.970
HOMO level (alpha / beta) in eV: -8.68 / -8.64
Frontier orbital gap (alpha / beta) in eV: 7.57 / 7.86
2S+1: 1

Number 1: DFT total energy -127482.287 eV. Number 2: DFT total energy -16514.280 eV.